Density functional theory data (wB97M-V/def2-TZVPD) for a 3-piece molecular cluster, C3H8NOS2 overall.

Element x y z (Å)
1 N 0.691 0.786 0.094
2 C 0.030 -0.222 0.791
3 C 5.092 -0.261 -2.920
4 O 4.604 -0.417 -3.995
5 C -0.564 -1.277 0.245
6 S -6.673 2.397 3.266
7 S -7.138 0.634 2.292
8 H 0.324 1.094 -0.783
9 H 1.330 1.391 0.570
10 H 0.096 -0.111 1.868
11 H 5.463 0.750 -2.641
12 H 5.206 -1.054 -2.168
13 H -0.915 -1.987 0.986
14 H -0.757 -1.449 -0.800
15 H -6.792 -0.273 3.193

Values from the calculation:
Total charge: -1
Max |F| in eV Å⁻¹: 1.24
LUMO energy in Eh: 0.0743
Energy above the lowest of the compared OMol25 structures with the same formula, charge and spin in kcal per mole: 15.9
HOMO-LUMO gap in eV: 3.96